(1)
DFT (ωB97M-V with the def2-TZVPD basis set) results for a structure of composition Cl2H2N2S2 at a distorted geometry.

```
8
Properties=species:S:1:pos:R:3:mulliken_charge:R:1
N 0.5305 -1.6180 -0.7820 -0.144
N -1.3797 0.6473 0.9248 -0.166
S 1.0875 -0.2233 -1.2008 -0.015
S -0.7190 1.5271 -0.2191 0.030
Cl 0.6632 -2.2396 0.7358 -0.025
Cl -2.6770 -0.3666 0.3681 -0.063
H 2.0840 0.4115 -0.3072 0.191
H 0.4105 1.8615 0.4804 0.192
```

M   165.1 g/mol
Net charge   0
Relative energy (zero: lowest compared OMol25 entry of this formula, charge and spin)   79.10 kcal/mol
Electronic energy   -49721.9095 eV

***

(2)
DFT (ωB97M-V with the def2-TZVPD basis set) results for the molecule Cl2H2NO2PS at a distorted geometry.

```
9
Properties=species:S:1:pos:R:3:mulliken_charge:R:1
N -0.1169 -0.4126 0.1251 -0.591
P -1.5501 -0.9476 -0.9620 0.748
S -1.2505 -0.8008 -2.8365 -0.287
O -1.5704 -2.4783 -0.1718 -0.258
Cl -0.2964 -3.4812 -0.4345 0.027
O -2.9260 -0.3317 -0.3393 -0.234
Cl -3.2650 -0.6080 1.2636 0.049
H -0.5280 0.0925 0.9571 0.262
H 0.4864 0.3586 -0.3712 0.284
```

SMILES string   NP(=S)(OCl)OCl
M   182.0 g/mol
Net charge   0
Relative energy (zero: lowest compared OMol25 entry of this formula, charge and spin)   63.53 kcal/mol
Electronic energy   -50784.4599 eV

***

(3)
DFT (ωB97M-V with the def2-TZVPD basis set) results for a cluster of 2 separate species, Cl2H2NOP in total at a distorted geometry.

```
7
Properties=species:S:1:pos:R:3:mulliken_charge:R:1
N 1.7265 1.4288 0.0243 -0.505
O -0.4504 -0.0773 -0.3046 -0.409
P 0.9277 0.1213 -0.0764 0.801
Cl 1.8794 -1.7046 -0.0602 -0.152
Cl -3.9169 -0.4037 -0.2689 -0.254
H 2.6362 1.3572 0.3700 0.265
H -2.8025 -0.7217 0.3158 0.254
```

M   133.9 g/mol
Net charge   0
Relative energy (zero: lowest compared OMol25 entry of this formula, charge and spin)   30.70 kcal/mol
Electronic energy   -37904.2816 eV

***

(4)
DFT (ωB97M-V with the def2-TZVPD basis set) results for the molecule Cl2H2O2P2 at a distorted geometry.

```
8
Properties=species:S:1:pos:R:3:mulliken_charge:R:1
O 1.4010 -0.2788 1.7132 -0.574
P 1.2037 0.0305 0.1584 0.942
Cl 2.0567 1.6880 -0.4393 -0.147
Cl 1.8820 -1.4331 -0.9696 -0.156
O -0.2877 0.2562 -0.3427 -0.257
P -1.7006 -0.3654 0.4019 0.060
H -2.2086 -0.7801 -0.8422 0.068
H -2.3466 0.8826 0.3203 0.064
```

SMILES string   O=P(Cl)(Cl)OP
M   166.9 g/mol
Net charge   0
Relative energy (zero: lowest compared OMol25 entry of this formula, charge and spin)   9.20 kcal/mol
Electronic energy   -47752.0567 eV

***

(5)
DFT (ωB97M-V with the def2-TZVPD basis set) results for a cluster of 2 separate species, Cl2H2S in total at a distorted geometry.

```
5
Properties=species:S:1:pos:R:3:mulliken_charge:R:1
Cl -2.4467 -0.8973 -0.0986 -0.004
Cl -2.2402 1.1280 -0.1365 0.006
S 2.1434 0.0626 -0.1442 -0.250
H 1.3080 0.5147 0.7839 0.129
H 1.2356 -0.8079 -0.4046 0.119
```

SMILES string   ClCl.S
M   105.0 g/mol
Net charge   0
Relative energy (zero: lowest compared OMol25 entry of this formula, charge and spin)   0.00 kcal/mol
Electronic energy   -35911.4059 eV

***

(6)
DFT (ωB97M-V with the def2-TZVPD basis set) results for the molecule Cl2H2S at a distorted geometry.

```
5
Properties=species:S:1:pos:R:3:mulliken_charge:R:1
H 0.5007 0.9447 0.2007 0.252
H 2.0122 -0.2448 0.5292 0.161
S 1.0052 -0.1689 -0.3554 -0.138
Cl -2.7461 -0.1343 -0.2565 -0.372
Cl -0.7720 -0.3967 -0.1180 0.097
```

M   105.0 g/mol
Net charge   0
Relative energy (zero: lowest compared OMol25 entry of this formula, charge and spin)   99.44 kcal/mol
Electronic energy   -35907.0940 eV

***

(7)
DFT (ωB97M-V with the def2-TZVPD basis set) results for a cluster of 2 separate species, Cl2H3N2P in total at a distorted geometry.

```
8
Properties=species:S:1:pos:R:3:mulliken_charge:R:1
N -0.0295 0.4020 0.3235 -0.072
N 0.2352 -0.7173 0.9513 -0.522
P 0.2448 -3.0265 -1.0800 0.284
Cl -0.6034 -1.8913 -2.5119 -0.169
Cl 2.1746 -2.7040 -1.5214 -0.178
H 0.7192 0.7454 -0.1439 0.190
H -0.9742 0.6854 0.4898 0.239
H 1.2255 -0.9824 1.0325 0.230
```

M   132.9 g/mol
Net charge   0
Relative energy (zero: lowest compared OMol25 entry of this formula, charge and spin)   85.74 kcal/mol
Electronic energy   -37360.5560 eV

***

(8)
DFT (ωB97M-V with the def2-TZVPD basis set) results for a cluster of 2 separate species, Cl2H4N2P in total at a distorted geometry.

```
9
Properties=species:S:1:pos:R:3:mulliken_charge:R:1
N 0.1023 -0.0841 -0.7068 -0.307
N 1.7906 -1.1888 1.1885 -0.490
P 0.7757 -0.1430 0.7418 0.956
Cl 0.3827 1.4741 1.6898 0.017
Cl -2.2031 1.6312 -0.8795 -0.278
H -0.4852 0.7139 -0.9265 0.248
H 0.0230 -0.9542 -1.1406 0.277
H -2.4244 0.4834 -0.5562 0.274
H 2.0385 -1.9325 0.5895 0.301
```

M   133.9 g/mol
Net charge   +1
Relative energy (zero: lowest compared OMol25 entry of this formula, charge and spin)   56.27 kcal/mol
Electronic energy   -37371.1325 eV

***

(9)
DFT (ωB97M-V with the def2-TZVPD basis set) results for a cluster of 2 separate species, Cl2H4OSi2 in total at a distorted geometry.

```
9
Properties=species:S:1:pos:R:3:mulliken_charge:R:1
O -2.2991 0.9358 -1.0050 -0.338
Si 1.6475 -2.0158 0.7806 0.196
Si -0.8056 0.9618 -0.5432 0.377
Cl 0.4283 2.0645 -1.8484 -0.233
Cl -0.9510 2.4077 0.9526 -0.273
H -2.9616 1.4946 -0.6882 0.328
H 0.7986 -1.5872 1.9462 -0.013
H 1.4133 -3.1048 -0.1706 -0.011
H 2.7297 -1.1565 0.5758 -0.034
```

M   147.1 g/mol
Net charge   0
Relative energy (zero: lowest compared OMol25 entry of this formula, charge and spin)   107.56 kcal/mol
Electronic energy   -42912.3052 eV

***

(10)
DFT (ωB97M-V with the def2-TZVPD basis set) results for a structure of composition Cl2H8NiO4 at a distorted geometry.

```
15
Properties=species:S:1:pos:R:3:lowdin_spin:R:1
Ni 0.6564 0.0944 -0.0852 1.938
Cl 2.6176 -1.5333 0.5675 0.095
Cl 1.9171 2.0099 -1.2218 0.074
O -0.0019 -1.0900 -1.8100 0.086
H -0.8437 -1.1407 -2.2628 0.030
H 0.4462 -1.9026 -2.0447 0.014
O 0.6795 1.0957 1.6951 0.121
H 0.2380 0.9382 2.5296 0.052
H 1.1274 1.9331 1.8147 0.016
O -1.1704 1.1093 -0.6132 0.132
H -2.1130 0.9429 -0.6234 0.054
H -1.0465 1.8262 -1.2352 0.018
O -0.6507 -1.2296 0.8152 0.229
H -0.9193 -2.1482 0.8050 0.056
H -0.9367 -0.9053 1.6692 0.085
```

Multiplicity   4
Expectation value of S²   3.754
M   201.7 g/mol
Net charge   -1
Electronic energy   -74409.7831 eV